A 11-piece molecular cluster, C32H72F12N7O21 overall, computed with ωB97M-V/def2-TZVPD.

Last column: Mulliken charge in e.
Cartesian coordinates (Å):
C (0.01920, -6.02827, -1.15039)  -1.177
C (-1.21950, -6.68589, -0.65943)  0.226
C (-2.28071, -5.64930, -0.23116)  -0.442
O (-2.28370, -4.57931, -1.11382)  -0.301
C (-3.15755, -3.56364, -0.76151)  -0.708
N (-1.60870, -7.50166, -1.90637)  -0.275
H (-2.40513, -8.11601, -1.81488)  0.330
H (-1.68706, -6.98272, -2.76930)  0.335
H (-0.79839, -8.09928, -1.98602)  0.389
H (0.35021, -5.32957, -0.38205)  -0.024
H (-0.21948, -5.39325, -2.00354)  0.439
H (0.90177, -6.64435, -1.32249)  0.428
H (-0.96629, -7.45880, 0.06624)  0.313
H (-1.90721, -5.39847, 0.76165)  0.249
H (-3.19833, -6.22317, -0.10168)  0.484
H (-3.21181, -2.65485, -1.36090)  0.175
H (-2.95934, -3.41729, 0.30028)  0.286
H (-4.15222, -3.98516, -0.90664)  0.348
C (-1.93627, -3.42694, 5.05041)  -1.369
C (-0.51057, -3.77951, 4.69892)  -0.092
C (0.18488, -2.92902, 3.57207)  0.023
O (-0.44286, -3.35964, 2.43817)  -0.267
C (0.09514, -2.69535, 1.29654)  -1.018
N (0.39888, -3.73973, 5.93088)  -0.104
H (0.44647, -2.80390, 6.30780)  0.264
H (0.09285, -4.38295, 6.64692)  0.378
H (1.24811, -4.21767, 5.66541)  0.409
H (-2.47730, -3.92063, 5.85767)  0.458
H (-2.54628, -3.68259, 4.18401)  0.288
H (-2.05612, -2.34461, 5.09811)  0.225
H (-0.48257, -4.81030, 4.34568)  0.281
H (1.26820, -3.03932, 3.52356)  0.429
H (-0.05229, -1.87406, 3.70965)  -0.136
H (-0.24340, -3.27309, 0.43647)  0.152
H (1.18500, -2.70191, 1.31324)  0.493
H (-0.05762, -1.62075, 1.19660)  0.380
C (-1.25986, 0.01781, -6.91971)  -1.471
C (-0.45787, 0.52802, -5.71350)  0.646
C (1.01891, 0.62335, -6.09055)  -0.913
O (1.62723, 1.20767, -4.95279)  -0.330
C (2.74715, 0.50138, -4.35652)  -0.755
N (-0.97180, 1.95093, -5.40705)  0.223
H (-1.18153, 2.39966, -6.28726)  0.357
H (-1.78724, 1.81105, -4.82776)  0.166
H (-0.35695, 2.50809, -4.83118)  0.204
H (-2.23360, -0.31458, -6.55991)  0.400
H (-0.90492, -0.89210, -7.40363)  0.402
H (-1.49758, 0.85093, -7.58117)  0.357
H (-0.49689, -0.14452, -4.85660)  0.155
H (1.17809, 1.20736, -6.99703)  0.242
H (1.26443, -0.41769, -6.30041)  0.461
H (2.35563, -0.32432, -3.76234)  0.227
H (3.22002, 1.25074, -3.72175)  0.285
H (3.38662, 0.22616, -5.19523)  0.459
C (-3.26425, 1.58043, 0.77329)  -1.658
C (-1.77476, 1.52891, 0.57812)  2.371
C (-1.27236, 0.69412, -0.63004)  -0.734
O (0.11291, 0.38505, -0.44403)  0.630
C (0.78422, -0.10549, -1.56751)  -0.314
N (-1.12517, 2.94376, 0.53458)  0.690
H (-1.83053, 3.61795, 0.79537)  -0.167
H (-0.27750, 3.00975, 1.07974)  0.332
H (-0.73708, 3.16095, -0.37225)  -0.203
H (-3.61155, 2.14390, 1.63932)  0.438
H (-3.81001, 0.67377, 0.51217)  0.531
H (-3.61771, 2.28953, 0.02472)  0.461
H (-1.22458, 1.26482, 1.48126)  -1.235
H (-1.22046, 1.48902, -1.37404)  -0.404
H (-1.86629, -0.15598, -0.96575)  0.202
H (0.65905, 0.48681, -2.47394)  -0.123
H (0.38156, -1.11609, -1.63584)  0.299
H (1.82441, -0.27513, -1.28944)  -0.142
N (-6.31483, 1.40543, 1.96283)  1.123
O (-6.57878, 1.94310, 0.90753)  -0.690
O (-6.10791, 2.04699, 2.98947)  -0.698
O (-6.11261, 0.22927, 1.87453)  -0.716
N (-0.35034, 3.92442, -2.91265)  1.008
O (-0.02753, 4.37489, -4.01136)  -0.851
O (-1.43904, 3.55563, -2.70754)  -0.497
O (0.50735, 4.10692, -2.01642)  -0.670
N (-4.29521, 0.48870, -3.49742)  0.895
O (-3.66565, 1.03360, -4.38545)  -0.731
O (-3.89640, -0.58328, -3.02479)  -0.616
O (-5.36805, 1.00129, -3.09200)  -0.643
C (-0.47823, 0.74267, 5.84695)  -0.197
O (-1.17544, 1.71945, 6.73483)  -0.348
O (-0.54552, -0.50765, 6.43841)  -0.871
C (-0.84634, 0.92126, 4.31902)  0.802
F (-0.01109, 0.42845, 3.46338)  -0.124
F (-2.10968, 0.56489, 3.90439)  -0.310
F (-0.80356, 2.24501, 3.94923)  -0.236
C (-0.39373, 2.49049, 7.72249)  -0.297
C (-0.07902, 3.85175, 6.99088)  -1.021
H (-0.99313, 4.18615, 6.50027)  0.256
H (0.18147, 4.68728, 7.64060)  0.454
H (0.74758, 3.79900, 6.28232)  0.229
H (0.57778, 2.01273, 7.84894)  0.225
H (-1.02063, 2.47386, 8.61402)  0.333
H (0.58727, 0.96099, 5.77514)  0.192
C (5.17102, 0.00810, 1.85889)  0.100
O (4.54650, 1.29125, 1.59691)  -0.292
O (6.39078, 0.38549, 2.35260)  -0.967
C (4.16021, -0.92104, 2.74156)  0.628
F (3.68073, -0.05408, 3.64762)  -0.263
F (3.17291, -1.48330, 2.03310)  -0.098
F (4.75183, -1.84052, 3.50201)  -0.333
C (3.84349, 1.62076, 0.34748)  0.554
C (3.37077, 3.13092, 0.49491)  -1.305
H (2.60168, 3.31481, 1.24511)  0.230
H (4.25755, 3.75122, 0.62511)  0.381
H (2.95485, 3.28772, -0.50034)  0.369
H (2.99273, 0.96141, 0.17553)  -0.228
H (4.44939, 1.57868, -0.55763)  0.153
H (5.29194, -0.52915, 0.91823)  0.048
C (5.37616, -3.05681, -2.14608)  -0.372
O (5.91068, -3.28958, -3.46933)  -0.231
O (6.49681, -2.56454, -1.38165)  -0.872
C (4.06202, -2.22177, -1.92194)  0.846
F (4.25675, -0.97620, -2.10079)  -0.182
F (3.15333, -2.51487, -2.85755)  -0.336
F (3.51025, -2.49089, -0.69489)  -0.103
C (5.47800, -2.36112, -4.59030)  0.186
C (6.18159, -2.87933, -5.82604)  -1.472
H (5.95370, -3.92189, -6.04793)  0.317
H (5.96830, -2.21001, -6.65947)  0.390
H (7.23674, -2.69335, -5.62566)  0.365
H (5.77434, -1.32674, -4.41611)  0.233
H (4.43047, -2.37811, -4.89113)  0.106
H (5.27166, -4.10582, -1.86906)  0.141
C (-2.80229, 5.93540, 2.09626)  -0.292
O (-2.70747, 5.73889, 0.74977)  -0.041
O (-3.26797, 4.68288, 2.67755)  -0.771
C (-1.43391, 6.60995, 2.72296)  0.689
F (-1.41364, 6.40637, 4.07926)  -0.282
F (-0.31753, 5.90169, 2.32551)  -0.266
F (-1.21285, 7.95610, 2.45860)  -0.308
C (-2.93202, 6.86643, -0.17466)  -0.398
C (-2.98867, 6.24286, -1.60622)  -0.879
H (-3.83164, 6.55801, -2.22120)  0.385
H (-2.06931, 6.33699, -2.18416)  0.266
H (-3.14521, 5.16417, -1.60691)  0.082
H (-2.18813, 7.63847, -0.37140)  0.230
H (-3.88973, 7.37976, -0.08868)  0.298
H (-3.59526, 6.67440, 2.21108)  0.332

Results
gap between HOMO and LUMO	0.0385	hartree
lowest unoccupied orbital energy	1.6	eV
HOMO	0.57	eV
max |F|	6.3	eV/A
E_tot	-4423.219294	hartree
charge	-3